[1]
C38H80F18KN3O28S6 | ωB97M-V with the def2-TZVPD basis set

Last column: Löwdin charge in e.
Cartesian coordinates (Å):
K (-1.090, 1.746, -2.221)  0.769
C (-4.743, -3.124, 9.065)  -0.699
F (-4.356, -4.160, 8.342)  0.142
F (-6.030, -2.870, 8.967)  0.143
F (-4.487, -3.389, 10.344)  0.116
S (-3.728, -1.540, 8.684)  0.635
O (-4.322, -0.572, 9.575)  -0.305
O (-2.384, -2.001, 8.965)  -0.314
N (-3.901, -1.335, 7.029)  -0.294
S (-4.114, 0.201, 6.829)  0.537
O (-5.379, 0.720, 7.271)  -0.315
O (-2.978, 1.028, 7.179)  -0.305
C (-4.260, 0.269, 4.939)  -0.653
F (-5.509, 0.535, 4.572)  0.128
F (-3.505, 1.251, 4.428)  0.095
F (-3.905, -0.885, 4.393)  0.126
C (-0.890, -1.908, -2.048)  -0.665
F (-0.576, -3.168, -2.312)  0.150
F (0.089, -1.152, -2.580)  0.082
F (-2.052, -1.609, -2.613)  0.142
S (-0.956, -1.622, -0.194)  0.676
O (-2.059, -2.460, 0.212)  -0.278
O (0.407, -1.969, 0.179)  -0.287
N (-1.335, 0.031, -0.064)  -0.365
S (-2.067, 0.270, 1.299)  0.566
O (-3.507, 0.370, 1.139)  -0.289
O (-1.686, -0.615, 2.387)  -0.295
C (-1.422, 2.033, 1.586)  -0.617
F (-0.082, 2.040, 1.485)  0.119
F (-1.940, 2.754, 0.592)  0.091
F (-1.736, 2.581, 2.769)  0.137
C (1.172, 1.364, -5.393)  -0.643
F (2.302, 0.837, -5.906)  0.123
F (0.264, 1.291, -6.359)  0.147
F (0.882, 0.616, -4.335)  0.093
S (1.523, 3.146, -4.839)  0.661
O (2.917, 3.150, -4.450)  -0.282
O (1.239, 3.919, -6.022)  -0.297
N (0.445, 3.467, -3.553)  -0.407
S (0.387, 5.028, -3.465)  0.543
O (1.725, 5.553, -3.291)  -0.283
O (-0.455, 5.576, -4.501)  -0.296
C (-0.544, 5.255, -1.863)  -0.684
F (-0.472, 6.559, -1.581)  0.138
F (-1.815, 4.912, -1.930)  0.136
F (0.050, 4.566, -0.892)  0.135
C (1.123, 4.757, 8.141)  -0.160
O (1.602, 3.934, 7.137)  -0.177
C (0.996, 2.636, 7.060)  -0.167
C (-0.133, 2.584, 6.033)  -0.222
O (-1.136, 3.472, 6.396)  -0.186
C (-2.012, 3.917, 5.355)  -0.074
H (1.242, 4.371, 9.164)  0.084
H (0.135, 5.217, 8.027)  0.083
H (1.784, 5.638, 8.179)  0.078
H (0.818, 2.182, 8.036)  0.132
H (1.838, 2.096, 6.620)  0.110
H (-0.492, 1.546, 6.053)  0.107
H (0.350, 2.804, 5.074)  0.121
H (-2.499, 3.035, 4.945)  0.056
H (-1.492, 4.580, 4.663)  0.086
H (-2.752, 4.485, 5.917)  0.092
C (-0.980, -7.421, 0.066)  -0.125
O (-0.107, -7.543, -1.016)  -0.172
C (0.021, -6.339, -1.747)  -0.212
C (1.214, -6.439, -2.648)  -0.203
O (2.390, -6.649, -1.873)  -0.183
C (3.576, -6.305, -2.570)  -0.096
H (-0.717, -6.571, 0.706)  0.095
H (-0.922, -8.271, 0.750)  0.083
H (-2.033, -7.376, -0.240)  0.088
H (0.076, -5.445, -1.115)  0.121
H (-0.936, -6.171, -2.263)  0.130
H (1.321, -5.481, -3.176)  0.113
H (1.177, -7.214, -3.418)  0.127
H (4.356, -6.872, -2.065)  0.091
H (3.678, -5.219, -2.514)  0.076
H (3.488, -6.624, -3.615)  0.080
C (2.692, 1.440, 3.218)  -0.109
O (3.476, 0.700, 2.306)  -0.187
C (2.735, -0.133, 1.438)  -0.209
C (3.581, -1.176, 0.746)  -0.210
O (4.441, -0.593, -0.213)  -0.149
C (5.427, -1.512, -0.604)  -0.133
H (2.393, 2.321, 2.643)  0.088
H (3.270, 1.803, 4.065)  0.085
H (1.857, 0.873, 3.638)  0.068
H (2.295, 0.531, 0.683)  0.131
H (2.000, -0.606, 2.097)  0.108
H (2.953, -1.915, 0.239)  0.111
H (4.041, -1.721, 1.582)  0.129
H (6.190, -1.031, -1.223)  0.085
H (5.008, -2.279, -1.266)  0.070
H (6.028, -1.972, 0.186)  0.087
C (-0.120, -2.105, -5.908)  -0.097
O (-0.643, -3.323, -6.368)  -0.148
C (0.297, -4.337, -6.643)  -0.207
C (1.292, -4.245, -7.769)  -0.220
O (0.750, -4.056, -9.057)  -0.191
C (0.146, -5.192, -9.662)  -0.098
H (0.312, -2.139, -4.905)  0.064
H (-0.954, -1.400, -5.874)  0.080
H (0.613, -1.703, -6.616)  0.096
H (-0.396, -5.115, -6.998)  0.115
H (0.719, -4.858, -5.777)  0.120
H (1.935, -5.134, -7.866)  0.125
H (2.072, -3.492, -7.603)  0.116
H (-0.156, -4.815, -10.636)  0.087
H (-0.758, -5.482, -9.123)  0.080
H (0.866, -6.011, -9.711)  0.085
C (-1.872, 9.771, 0.138)  -0.121
O (-3.248, 9.744, -0.152)  -0.163
C (-3.620, 8.574, -0.855)  -0.208
C (-3.873, 7.352, -0.011)  -0.201
O (-2.709, 6.890, 0.655)  -0.201
C (-2.760, 5.536, 1.049)  -0.105
H (-1.694, 10.410, 0.999)  0.086
H (-1.226, 10.041, -0.712)  0.086
H (-1.442, 8.783, 0.338)  0.076
H (-2.965, 8.403, -1.714)  0.128
H (-4.598, 8.742, -1.318)  0.123
H (-4.236, 6.535, -0.652)  0.121
H (-4.681, 7.476, 0.718)  0.130
H (-2.976, 4.880, 0.204)  0.062
H (-3.441, 5.357, 1.883)  0.100
H (-1.734, 5.290, 1.322)  0.089
C (3.942, -2.758, 8.294)  -0.111
O (3.023, -2.059, 7.459)  -0.172
C (3.179, -2.419, 6.109)  -0.218
C (2.178, -1.602, 5.265)  -0.213
O (0.886, -2.105, 5.480)  -0.157
C (-0.083, -1.331, 4.796)  -0.094
H (3.950, -2.221, 9.240)  0.083
H (4.961, -2.901, 7.928)  0.080
H (3.472, -3.741, 8.423)  0.087
H (3.017, -3.495, 5.986)  0.126
H (4.151, -2.178, 5.658)  0.119
H (2.473, -1.651, 4.209)  0.115
H (2.217, -0.560, 5.606)  0.117
H (-0.115, -0.274, 5.062)  0.073
H (-1.044, -1.789, 5.038)  0.097
H (-0.058, -1.485, 3.714)  0.065
C (-4.487, 3.784, -3.539)  -0.089
O (-4.117, 3.439, -2.222)  -0.204
C (-4.700, 2.267, -1.689)  -0.191
C (-4.941, 1.065, -2.568)  -0.178
O (-3.678, 0.766, -3.138)  -0.275
C (-3.685, 0.124, -4.403)  -0.084
H (-4.287, 3.018, -4.296)  0.077
H (-3.863, 4.635, -3.803)  0.094
H (-5.560, 3.996, -3.612)  0.094
H (-5.656, 2.640, -1.280)  0.137
H (-4.160, 1.977, -0.783)  0.108
H (-5.590, 1.341, -3.411)  0.117
H (-5.375, 0.235, -2.008)  0.142
H (-4.235, -0.815, -4.281)  0.099
H (-2.690, -0.067, -4.794)  0.076
H (-4.241, 0.789, -5.075)  0.087
C (6.989, -1.502, -5.823)  -0.117
O (6.032, -2.170, -5.035)  -0.202
C (5.189, -3.018, -5.811)  -0.192
C (4.235, -3.731, -4.866)  -0.198
O (2.988, -3.045, -4.808)  -0.194
C (2.878, -2.176, -3.688)  -0.082
H (7.673, -2.238, -6.263)  0.085
H (7.610, -0.917, -5.140)  0.087
H (6.522, -0.791, -6.508)  0.092
H (5.885, -3.677, -6.343)  0.119
H (4.569, -2.442, -6.508)  0.130
H (4.671, -3.683, -3.867)  0.108
H (4.145, -4.776, -5.164)  0.113
H (2.258, -1.364, -4.079)  0.059
H (3.819, -1.698, -3.417)  0.093
H (2.278, -2.507, -2.837)  0.086

The HOMO-LUMO gap comes out at 7.733 eV. The total charge is -2. Its strongest force on any atom is 0.0682 hartree/bohr.

=====

[2]
C2H2N4O | ωB97M-V with the def2-TZVPD basis set

Last column: natural (NBO) charge in e.
Cartesian coordinates (Å):
H (-2.576, -0.676, 0.316)  0.366
N (-1.920, 0.061, 0.271)  -0.587
C (-0.666, -0.111, -0.198)  0.289
C (0.273, 1.013, -0.307)  -0.100
N (1.539, 0.896, -0.018)  -0.014
O (2.071, -0.284, 0.233)  -0.201
N (1.174, -1.498, 0.001)  0.164
N (-0.085, -1.425, -0.273)  -0.170
H (0.190, 2.024, -0.025)  0.252

As for the SMILES: [H]/N=c1/cnonn1. The HOMO-LUMO gap comes out at 9.162 eV. Its strongest force on any atom is 0.1152 hartree/bohr. For the relative energy (zero: lowest compared OMol25 entry of this formula, charge and spin), the calculation gives 94.9 kcal/mol.